Density functional theory data (ωB97M-V/def2-TZVPD) for a structure of composition C5H5Br2NO at a distorted geometry.

As for the orbital gap: 9.68 eV. The energy relative to the best compared isomer or geometry (same formula, charge and spin) comes out at 1.114 eV. The LUMO energy is 0.4 eV.

Geometry as ORCA input:
```
! RIJCOSX wB97M-V def2-TZVPD def2/J DEFGRID3
* xyz 0 1
C 0.75 1.01 -3.77
C 0.75 1.03 -2.41
C 1.45 1.39 -0.79
C -0.07 0.08 -1.49
C 0.43 -0.09 1.00
N 0.75 0.36 -0.33
O 2.29 2.15 -0.40
Br 1.95 1.94 -4.79
Br -0.62 0.13 -4.75
H -1.17 0.26 -1.28
H -0.07 -0.89 -2.01
H -0.09 0.80 1.55
H -0.21 -0.88 0.97
H 1.38 -0.55 1.50
*
```

Löwdin analysis output, partial charges in e:
1 C -1.23
2 C -0.16
3 C -0.35
4 C -0.18
5 C -0.02
6 N -0.12
7 O 0.12
8 Br 0.72
9 Br 0.68
10 H 0.14
11 H 0.10
12 H 0.14
13 H 0.04
14 H 0.13

Density functional theory data (ωB97M-V/def2-TZVPD) for a cluster of 8 separate species, C23H42BBrN7OP in total at a distorted geometry.

As for the orbital gap: 7.95 eV. Its SMILES is CCCCCCCCCBP(O)Br.CC#N.CC#N.CC#N.CC#N.CC#N.CC#N.CC#N. The LUMO energy is -0.7 eV.

Geometry as ORCA input:
```
! RIJCOSX wB97M-V def2-TZVPD def2/J DEFGRID3
* xyz 0 1
C -1.93 -0.97 6.42
C -2.55 -0.67 4.93
C -1.52 0.20 3.99
C -0.45 -0.74 3.14
C -0.55 -0.25 1.57
C 0.71 -0.78 0.63
C 1.24 0.52 -0.21
C 2.48 0.22 -1.24
C 2.33 -1.14 -2.14
B 3.89 -1.59 -2.55
P 4.48 -3.41 -2.67
O 3.29 -4.45 -3.39
Br 6.27 -3.35 -4.14
H -1.35 -0.05 6.90
H -2.83 -1.24 7.14
H -1.21 -1.91 6.40
H -3.58 -0.12 5.00
H -2.73 -1.70 4.39
H -0.97 1.06 4.59
H -2.19 0.77 3.18
H -0.83 -1.85 3.20
H 0.60 -0.57 3.63
H -1.60 -0.51 1.09
H -0.46 0.94 1.59
H 1.52 -1.31 1.30
H 0.26 -1.59 -0.12
H 1.66 1.29 0.60
H 0.33 1.08 -0.72
H 2.51 1.13 -2.01
H 3.54 0.20 -0.74
H 1.79 -2.03 -1.61
H 1.79 -0.88 -3.16
H 4.63 -0.67 -2.73
H 2.48 -4.41 -2.77
C 2.76 -3.75 -6.60
C 2.52 -2.37 -7.20
N 2.32 -1.23 -7.69
H 2.95 -3.67 -5.53
H 1.88 -4.38 -6.76
H 3.62 -4.22 -7.09
C 2.21 2.36 -5.77
C 2.79 2.52 -4.37
N 3.27 2.65 -3.21
H 1.44 3.12 -5.94
H 3.00 2.47 -6.51
H 1.75 1.37 -5.87
C -2.52 -4.82 2.46
C -2.07 -3.76 1.47
N -1.71 -2.88 0.64
H -2.55 -4.39 3.47
H -3.51 -5.19 2.20
H -1.81 -5.66 2.45
C 3.07 1.65 4.89
C 1.72 1.39 5.55
N 0.61 1.17 6.10
H 3.65 0.72 4.86
H 2.92 2.00 3.86
H 3.62 2.40 5.45
C -4.66 1.93 7.27
C -5.69 0.81 7.25
N -6.55 -0.12 7.23
H -5.10 2.83 7.70
H -3.80 1.62 7.86
H -4.33 2.15 6.25
C -2.09 3.72 -1.73
C -1.23 2.85 -2.63
N -0.52 2.12 -3.37
H -1.52 4.59 -1.40
H -2.97 4.07 -2.29
H -2.42 3.15 -0.86
C -2.08 3.26 -7.34
C -1.89 4.22 -6.18
N -1.73 5.02 -5.22
H -3.14 3.19 -7.60
H -1.52 3.62 -8.22
H -1.71 2.27 -7.07
*
```

Löwdin analysis output, partial charges in e:
1 C -0.16
2 C -0.25
3 C -0.24
4 C -0.20
5 C -0.25
6 C -0.23
7 C -0.21
8 C -0.23
9 C -0.22
10 B -0.39
11 P 0.55
12 O -0.45
13 Br 0.19
14 H 0.05
15 H 0.07
16 H 0.08
17 H 0.09
18 H 0.09
19 H 0.07
20 H 0.10
21 H 0.08
22 H 0.09
23 H 0.10
24 H 0.10
25 H 0.12
26 H 0.08
27 H 0.11
28 H 0.10
29 H 0.06
30 H 0.10
31 H 0.08
32 H 0.12
33 H 0.04
34 H 0.08
35 C -0.07
36 C -0.20
37 N 0.07
38 H 0.03
39 H 0.08
40 H 0.08
41 C -0.08
42 C -0.19
43 N 0.09
44 H 0.06
45 H 0.08
46 H 0.06
47 C -0.07
48 C -0.17
49 N 0.12
50 H 0.07
51 H 0.08
52 H 0.08
53 C -0.07
54 C -0.17
55 N 0.11
56 H 0.08
57 H 0.08
58 H 0.08
59 C -0.08
60 C -0.22
61 N 0.08
62 H 0.07
63 H 0.07
64 H 0.07
65 C -0.08
66 C -0.21
67 N 0.10
68 H 0.08
69 H 0.07
70 H 0.07
71 C -0.08
72 C -0.21
73 N 0.09
74 H 0.07
75 H 0.08
76 H 0.08

Density functional theory data (ωB97M-V/def2-TZVPD) for a cluster of 4 separate species, H8O4 in total at a distorted geometry.

As for the orbital gap: 11.76 eV. Its SMILES is O.O.O.O. The energy relative to the best compared isomer or geometry (same formula, charge and spin) comes out at 0.593 eV. The LUMO energy is 0.5 eV.

Geometry as ORCA input:
```
! RIJCOSX wB97M-V def2-TZVPD def2/J DEFGRID3
* xyz 0 1
O 1.34 -0.65 -0.80
H 0.66 -1.32 -0.53
H 2.14 -0.91 -0.34
O -0.83 1.35 -1.01
H -0.12 1.09 -1.56
H -0.37 1.55 -0.13
O -1.23 -1.10 0.38
H -1.23 -0.53 -0.36
H -2.12 -1.30 0.66
O 0.57 0.95 1.42
H -0.06 0.25 1.43
H 1.23 0.63 0.84
*
```

Löwdin analysis output, partial charges in e:
1 O -0.06
2 H 0.05
3 H 0.06
4 O -0.08
5 H 0.00
6 H 0.06
7 O -0.03
8 H -0.01
9 H 0.06
10 O -0.03
11 H 0.00
12 H -0.01

Density functional theory data (ωB97M-V/def2-TZVPD) for a structure of composition C43H117HgN10O11 at a distorted geometry.

As for the orbital gap: 7.44 eV. The energy relative to the best compared isomer or geometry (same formula, charge and spin) comes out at 1.369 eV. The LUMO energy is -2.8 eV.

Geometry as ORCA input:
```
! RIJCOSX wB97M-V def2-TZVPD def2/J DEFGRID3
* xyz 1 1
Hg -2.84 -10.86 4.60
C -5.76 -14.36 4.15
C -5.33 -13.18 3.29
C -6.47 -12.22 2.99
O -4.16 -12.57 3.73
H -6.08 -13.91 5.11
H -5.02 -15.11 4.41
H -6.65 -14.85 3.74
H -5.07 -13.63 2.31
H -6.07 -11.48 2.29
H -6.97 -11.76 3.84
H -7.24 -12.78 2.44
C -1.58 -12.55 8.52
C -2.60 -13.09 7.53
C -3.69 -13.97 8.15
O -3.20 -15.12 8.83
C -3.97 -15.59 9.93
N -3.26 -12.04 6.70
H -2.09 -11.80 9.13
H -0.63 -12.10 8.22
H -1.27 -13.36 9.19
H -2.03 -13.79 6.91
H -4.34 -14.41 7.38
H -4.27 -13.35 8.84
H -3.94 -16.68 9.97
H -5.02 -15.28 9.96
H -3.37 -15.23 10.78
H -4.03 -12.61 6.34
H -3.73 -11.38 7.33
C 0.53 -12.61 5.39
C 0.12 -11.86 4.10
C 1.13 -12.16 3.01
O 1.13 -11.21 1.97
C 1.94 -11.51 0.86
N -1.24 -12.29 3.74
H 1.45 -12.20 5.82
H 0.58 -13.69 5.25
H -0.28 -12.40 6.09
H 0.23 -10.82 4.41
H 0.81 -13.10 2.54
H 2.13 -12.30 3.43
H 2.00 -12.57 0.62
H 2.92 -11.02 0.84
H 1.43 -11.12 -0.03
H -1.32 -12.47 2.74
H -1.30 -13.32 3.95
C -7.34 -13.67 9.29
C -7.89 -12.47 8.54
C -6.74 -11.50 8.14
O -5.85 -11.06 9.14
C -6.48 -10.34 10.18
N -8.59 -12.86 7.31
H -6.75 -14.40 8.74
H -8.25 -14.14 9.69
H -6.83 -13.27 10.17
H -8.63 -11.92 9.13
H -7.26 -10.65 7.67
H -6.08 -11.90 7.37
H -7.31 -10.88 10.63
H -6.93 -9.43 9.76
H -5.79 -10.04 10.97
H -9.50 -13.25 7.53
H -8.09 -13.49 6.70
C -2.94 -16.89 2.66
C -1.85 -15.85 2.78
C -1.84 -14.97 1.55
O -1.62 -15.76 0.42
C -1.75 -15.12 -0.84
N -2.02 -15.03 3.99
H -3.12 -17.37 3.62
H -2.78 -17.61 1.86
H -3.84 -16.34 2.35
H -0.87 -16.33 2.86
H -1.07 -14.18 1.63
H -2.71 -14.31 1.36
H -1.04 -14.29 -0.88
H -2.78 -14.79 -0.98
H -1.52 -15.89 -1.57
H -2.95 -14.61 3.94
H -1.96 -15.62 4.81
C -9.42 -16.01 4.45
C -8.91 -17.06 3.42
C -8.30 -18.30 4.07
O -8.07 -19.26 3.03
C -6.71 -19.13 2.58
N -10.16 -17.48 2.76
H -10.16 -15.32 4.06
H -8.60 -15.45 4.91
H -9.87 -16.62 5.24
H -8.18 -16.66 2.71
H -8.98 -18.69 4.82
H -7.38 -18.01 4.60
H -6.10 -19.49 3.41
H -6.45 -18.07 2.45
H -6.50 -19.74 1.71
H -10.22 -18.47 2.54
H -10.35 -16.94 1.94
C -9.07 -7.28 -0.36
C -10.02 -8.13 0.52
C -9.35 -8.90 1.62
O -10.27 -9.71 2.35
C -9.58 -10.34 3.42
N -11.10 -7.28 1.05
H -9.10 -6.24 -0.05
H -9.56 -7.33 -1.33
H -8.09 -7.74 -0.48
H -10.55 -8.84 -0.12
H -9.01 -8.20 2.40
H -8.48 -9.47 1.27
H -9.10 -9.66 4.13
H -8.78 -10.91 2.95
H -10.25 -11.05 3.90
H -11.80 -7.12 0.33
H -11.55 -7.76 1.82
C -8.26 -15.65 -4.26
C -7.55 -16.17 -3.01
C -8.06 -15.51 -1.74
O -7.75 -14.13 -1.76
C -7.99 -13.55 -0.48
N -7.80 -17.62 -3.00
H -8.14 -16.22 -5.18
H -7.74 -14.74 -4.61
H -9.28 -15.31 -4.05
H -6.47 -16.06 -3.02
H -7.61 -15.98 -0.86
H -9.14 -15.69 -1.68
H -9.00 -13.76 -0.13
H -7.69 -12.51 -0.48
H -7.35 -14.09 0.23
H -8.77 -17.90 -2.87
H -7.31 -18.10 -2.25
C -8.22 -17.64 8.69
C -6.89 -17.25 8.07
C -6.21 -18.46 7.46
O -5.01 -18.15 6.76
C -4.39 -19.30 6.20
N -7.15 -16.22 7.02
H -8.00 -17.85 9.74
H -8.74 -18.51 8.29
H -8.93 -16.81 8.63
H -6.19 -16.79 8.78
H -6.95 -18.96 6.83
H -5.90 -19.14 8.26
H -3.56 -18.92 5.59
H -5.06 -19.67 5.42
H -4.02 -20.01 6.93
H -7.85 -16.71 6.46
H -6.35 -16.25 6.38
C -1.96 -8.03 0.89
C -2.80 -9.10 1.52
C -2.91 -10.44 0.79
O -3.79 -10.31 -0.28
C -4.21 -11.49 -0.91
N -2.18 -9.47 2.85
H -0.97 -8.32 0.57
H -1.92 -7.08 1.45
H -2.50 -7.65 0.01
H -3.76 -8.70 1.86
H -3.19 -11.20 1.53
H -1.91 -10.71 0.42
H -4.66 -12.22 -0.22
H -3.44 -11.99 -1.51
H -4.99 -11.18 -1.61
H -1.27 -9.81 2.53
H -2.02 -8.62 3.38
C -5.89 -8.68 3.37
C -5.06 -8.34 4.62
C -5.73 -7.36 5.55
O -6.94 -7.83 6.12
C -7.38 -7.02 7.18
N -4.84 -9.62 5.39
H -5.55 -9.57 2.83
H -5.88 -7.83 2.70
H -6.93 -8.94 3.57
H -4.12 -7.90 4.29
H -5.94 -6.38 5.11
H -5.07 -7.21 6.42
H -7.15 -5.98 6.95
H -6.89 -7.29 8.13
H -8.43 -7.18 7.41
H -5.76 -10.04 5.38
H -4.80 -9.25 6.35
*
```

Results of the Löwdin charge analysis, in e, for atoms 1 through 99:
1 Hg 1.14
2 C -0.06
3 C -0.63
4 C -0.07
5 O -0.39
6 H 0.06
7 H 0.06
8 H 0.06
9 H 0.11
10 H 0.06
11 H 0.07
12 H 0.07
13 C -0.04
14 C -0.40
15 C -0.20
16 O -0.18
17 C -0.08
18 N 0.02
19 H 0.09
20 H 0.07
21 H 0.09
22 H 0.13
23 H 0.13
24 H 0.12
25 H 0.09
26 H 0.06
27 H 0.10
28 H 0.05
29 H 0.07
30 C -0.04
31 C -0.41
32 C -0.21
33 O -0.19
34 C -0.11
35 N -0.02
36 H 0.09
37 H 0.09
38 H 0.04
39 H 0.13
40 H 0.12
41 H 0.14
42 H 0.09
43 H 0.09
44 H 0.09
45 H 0.06
46 H 0.05
47 C -0.06
48 C -0.41
49 C -0.22
50 O -0.21
51 C -0.09
52 N 0.05
53 H 0.04
54 H 0.08
55 H 0.08
56 H 0.13
57 H 0.12
58 H 0.10
59 H 0.08
60 H 0.08
61 H 0.09
62 H 0.07
63 H 0.04
64 C -0.05
65 C -0.40
66 C -0.22
67 O -0.19
68 C -0.08
69 N 0.05
70 H 0.07
71 H 0.08
72 H 0.08
73 H 0.15
74 H 0.10
75 H 0.12
76 H 0.09
77 H 0.09
78 H 0.09
79 H 0.05
80 H 0.09
81 C -0.06
82 C -0.41
83 C -0.21
84 O -0.18
85 C -0.08
86 N 0.04
87 H 0.07
88 H 0.03
89 H 0.08
90 H 0.12
91 H 0.13
92 H 0.10
93 H 0.07
94 H 0.08
95 H 0.09
96 H 0.07
97 H 0.07
98 C -0.05
99 C -0.44

Density functional theory data (ωB97M-V/def2-TZVPD) for a structure of composition C3H4KMgO4 at a distorted geometry.

As for the orbital gap (spin up / spin down): 7.48 / 9.25 eV. The energy relative to the best compared isomer or geometry (same formula, charge and spin) comes out at 0.000 eV. The LUMO energy (spin up / spin down) is -7.2 / -7.9 eV.

Geometry as ORCA input:
```
! RIJCOSX wB97M-V def2-TZVPD def2/J DEFGRID3
* xyz 2 2
H -1.18 0.48 -1.41
C -1.38 0.38 -0.35
C -1.93 1.44 0.48
O -2.68 0.28 0.07
H -1.69 1.48 1.55
H -2.22 2.37 0.00
O 1.53 0.45 0.00
C 0.84 -0.54 0.09
O -0.47 -0.61 0.13
Mg 3.11 1.73 0.00
H 0.56 -2.37 -0.27
K 4.19 -3.32 -0.19
O 1.33 -1.76 -0.11
*
```

Löwdin analysis output, partial charges in e:
1 H 0.18
2 C -0.29
3 C -0.01
4 O 0.08
5 H 0.13
6 H 0.14
7 O -0.11
8 C -0.58
9 O 0.15
10 Mg 1.04
11 H 0.19
12 K 0.95
13 O 0.13

Density functional theory data (ωB97M-V/def2-TZVPD) for a cluster of 2 separate species, C4H4NO5 in total at a distorted geometry.

As for the orbital gap (spin up / spin down): 6.98 / 6.97 eV. The energy relative to the best compared isomer or geometry (same formula, charge and spin) comes out at 7.050 eV. The LUMO energy (spin up / spin down) is 3.0 / 3.0 eV.

Geometry as ORCA input:
```
! RIJCOSX wB97M-V def2-TZVPD def2/J DEFGRID3
* xyz -1 1
C 0.37 0.50 0.40
C -1.97 1.28 0.17
C 1.20 1.51 -0.06
C 0.23 -0.89 -0.04
N -2.64 0.14 -0.04
O 0.76 2.81 -0.17
O 2.41 1.27 -0.10
O -2.79 -0.72 0.85
O -2.73 -0.10 -1.28
O -2.19 2.46 0.18
H 0.11 -1.02 -1.12
H -0.61 -1.36 0.48
H 1.13 -1.41 0.27
H -0.20 2.84 -0.05
*
```

Löwdin analysis output, partial charges in e:
1 C 0.04
2 C -0.21
3 C -0.65
4 C -0.14
5 N -0.43
6 O 0.06
7 O 0.01
8 O -0.01
9 O -0.01
10 O 0.07
11 H 0.08
12 H 0.05
13 H 0.09
14 H 0.05